The following is a quantum chemistry calculation of a structure of composition C36H50Br14O4 at a distorted geometry, from the Open Molecules 2025 dataset.

As for the orbital gap: 8.319 eV. For the total energy, the calculation gives -1026926.2867 eV.

```
104
Properties=species:S:1:pos:R:3:forces:R:3
C 1.48898 4.32582 1.23895 0.084 -0.225 -0.392
C 1.33100 3.20191 0.23099 -0.097 0.304 0.354
O 2.54313 3.08036 -0.49420 -0.152 -0.153 -0.086
C 2.63530 1.86798 -1.22138 0.367 0.216 0.023
C 3.09910 0.72634 -0.31620 -0.144 -0.144 0.196
C 2.98561 -0.64234 -0.94512 0.119 -0.175 -0.238
C 1.71844 -1.17845 -1.23982 -0.166 -0.002 -0.071
C 0.43991 -0.42775 -0.93187 0.467 -0.281 0.474
O -0.34680 -1.22906 -0.04300 0.122 0.145 0.081
C -1.26237 -0.52252 0.69809 -0.524 0.114 -0.063
C -2.59927 -0.72146 0.38404 -0.160 -0.100 -0.149
C -3.60704 -0.08613 1.08770 0.094 -0.063 0.057
C -3.28066 0.77132 2.12682 -0.217 -0.184 -0.130
C -1.94925 0.97318 2.44049 0.056 0.242 0.271
C -0.93058 0.33511 1.74805 -0.101 0.019 -0.419
C 1.59242 -2.43747 -1.82580 -0.132 -0.172 -0.113
C 0.27214 -3.05410 -2.20661 -0.142 0.095 -0.112
C 2.71884 -3.20454 -2.10517 -0.122 0.267 0.614
C 3.97174 -2.71358 -1.79150 -0.031 -0.041 0.031
C 4.10393 -1.44052 -1.22530 0.185 0.143 0.116
C 5.50451 -0.97458 -0.92336 -0.967 -0.608 0.387
O 5.81950 0.17765 -1.08724 -0.822 -0.014 0.820
C 6.42629 -2.10898 -0.42659 -1.018 0.279 -0.004
C 6.25101 -3.31454 -0.95493 -0.170 -0.026 0.388
C 5.21353 -3.52292 -1.99067 0.050 -0.140 -0.287
O 5.38686 -4.29439 -2.91137 -0.127 0.002 0.465
H 1.56408 5.27056 0.70290 -0.048 0.142 0.174
H 0.63453 4.32932 1.91414 -0.035 0.169 0.016
H 2.40345 4.17155 1.80981 -0.011 0.015 0.092
H 1.06496 2.28692 0.77100 0.201 -0.172 -0.107
H 0.51069 3.43233 -0.45562 0.069 -0.194 0.041
H 1.69887 1.64966 -1.74379 -0.080 0.023 0.021
H 3.40074 2.04048 -1.97938 0.000 -0.094 -0.070
H 4.11741 0.96419 -0.03948 0.054 -0.123 0.045
H 2.53711 0.70181 0.62267 -0.204 0.125 -0.080
H 0.64598 0.50721 -0.42431 -0.027 0.157 -0.173
H -0.10307 -0.24407 -1.86421 -0.178 0.134 0.071
H -2.85376 -1.39037 -0.42767 0.092 -0.058 -0.032
H -4.63985 -0.28279 0.83321 0.162 0.065 0.037
H -4.07670 1.25020 2.68008 0.059 0.114 0.067
H -1.70098 1.64396 3.25334 0.111 -0.018 0.039
H 0.10178 0.49596 2.03024 -0.178 0.310 -0.207
H -0.57438 -2.39901 -2.03614 -0.026 -0.019 0.004
H 0.28634 -3.33773 -3.26082 0.079 -0.011 -0.034
H 0.09603 -3.97113 -1.64402 0.006 0.012 0.088
H 2.54478 -4.17010 -2.55676 0.352 -0.005 0.506
H 7.15580 -1.93840 0.35286 0.045 0.241 -0.037
H 6.81708 -4.18454 -0.65006 0.220 0.043 -0.149
Br -6.55723 -3.97656 1.83458 0.076 0.047 0.013
C -7.35611 -2.49410 2.80887 -0.103 -0.277 -0.018
C -8.24714 -1.67351 1.91549 0.041 0.229 0.027
Br -7.20784 -0.53165 0.73555 -0.264 -0.006 -0.101
H -6.54225 -1.92014 3.23925 -0.019 0.068 -0.032
H -7.93582 -2.95105 3.60730 -0.041 0.043 0.002
H -8.85628 -0.99399 2.50625 0.064 0.002 0.082
H -8.88890 -2.27911 1.28393 0.049 -0.076 0.009
Br 1.68050 7.24023 -1.67998 -0.005 -0.036 0.025
C 1.32616 5.76816 -2.89873 0.060 0.129 -0.030
C -0.13620 5.68037 -3.25426 0.025 -0.185 0.042
Br -1.17502 4.92287 -1.79693 -0.240 0.177 -0.107
H 1.69891 4.86721 -2.41748 -0.015 -0.007 0.014
H 1.91820 5.97901 -3.78639 -0.024 -0.007 -0.024
H -0.28250 5.00665 -4.09545 0.037 -0.008 -0.005
H -0.57088 6.64736 -3.48395 0.032 0.028 0.012
Br -11.97601 1.85132 6.39043 0.063 0.018 -0.009
C -11.43093 1.22493 4.63403 -0.182 0.037 0.105
C -10.96082 -0.20460 4.67258 0.197 -0.021 -0.093
Br -9.18040 -0.35389 5.44405 -0.028 -0.024 0.034
H -10.66291 1.90547 4.28081 0.029 -0.029 -0.023
H -12.31469 1.31413 4.00660 0.007 -0.034 -0.024
H -10.87583 -0.59963 3.66203 -0.032 0.026 -0.018
H -11.61012 -0.84796 5.25670 -0.041 0.042 0.018
Br 11.07409 1.66869 -1.59276 -0.003 -0.059 0.040
C 10.66247 0.26182 -2.87189 0.064 0.188 -0.042
C 9.19224 0.20949 -3.19244 0.019 -0.266 0.143
Br 8.13492 -0.59539 -1.76243 2.676 0.379 -1.386
H 11.02549 -0.66636 -2.44392 -0.028 -0.026 0.000
H 11.24084 0.50463 -3.76079 -0.027 -0.002 -0.018
H 9.02239 -0.42275 -4.06139 0.033 0.002 -0.014
H 8.77001 1.19347 -3.37064 0.041 0.024 -0.001
Br 4.81306 -1.15984 2.73476 -0.036 0.079 -0.033
C 3.67655 -2.35235 3.76820 0.190 -0.121 -0.088
C 2.49874 -2.84988 2.97208 -0.125 0.119 0.124
Br 1.15589 -1.46297 2.76350 0.491 -0.608 0.232
H 3.37206 -1.79471 4.64753 -0.042 -0.018 0.010
H 4.31705 -3.17971 4.06528 -0.007 -0.017 -0.019
H 2.01007 -3.66415 3.50304 0.005 0.000 0.013
H 2.76370 -3.17755 1.97053 0.084 0.015 0.020
Br 3.02984 -3.96296 -4.84753 -0.136 -0.334 -1.276
C 2.51092 -5.31555 -6.14914 0.123 0.372 -0.110
C 1.01451 -5.41858 -6.27002 -0.052 -0.217 0.010
Br 0.23376 -6.34160 -4.74421 -0.011 0.078 0.019
H 2.97321 -6.24423 -5.83129 -0.043 -0.031 0.006
H 2.94356 -5.00275 -7.09727 -0.042 -0.021 -0.029
H 0.73937 -6.01159 -7.13928 0.021 -0.013 -0.001
H 0.53512 -4.44692 -6.32602 0.029 0.025 -0.004
Br -6.56803 3.66397 5.08949 0.026 -0.086 -0.031
C -5.07483 4.37761 4.06782 -0.119 0.093 0.173
C -5.52600 4.96885 2.75911 0.128 -0.086 -0.179
Br -5.94752 3.58783 1.45807 -0.091 0.009 0.010
H -4.36622 3.56637 3.93617 0.010 0.002 -0.046
H -4.63429 5.14529 4.69977 0.006 0.027 -0.029
H -4.72519 5.55350 2.31193 0.025 -0.001 0.033
H -6.41178 5.58632 2.86348 -0.005 0.002 0.048
```
Forces are in eV/Å.

Atomic partial charges in e from the Mulliken method, atoms 1 to 99:
1. C -1.33
2. C 1.27
3. O -0.46
4. C -0.82
5. C -0.41
6. C 0.01
7. C 0.16
8. C -0.45
9. O -0.16
10. C 0.20
11. C -0.61
12. C -0.16
13. C -0.30
14. C -1.26
15. C 0.05
16. C 0.98
17. C -1.39
18. C -2.14
19. C 0.64
20. C 0.93
21. C 0.44
22. O -0.66
23. C -1.13
24. C -0.72
25. C 0.39
26. O -0.57
27. H 0.18
28. H 0.36
29. H 0.37
30. H -0.43
31. H -0.19
32. H 0.37
33. H 0.45
34. H 0.66
35. H 0.08
36. H -0.31
37. H 0.25
38. H 0.47
39. H 0.01
40. H 0.56
41. H 0.40
42. H 0.45
43. H 0.36
44. H 0.19
45. H 0.29
46. H 1.38
47. H 0.76
48. H 0.45
49. Br -0.16
50. C -0.65
51. C -0.18
52. Br -0.08
53. H 0.39
54. H 0.37
55. H -0.10
56. H 0.41
57. Br -0.14
58. C -0.18
59. C -0.59
60. Br -0.11
61. H -0.06
62. H 0.37
63. H 0.35
64. H 0.38
65. Br -0.13
66. C -0.60
67. C -0.57
68. Br -0.12
69. H 0.36
70. H 0.37
71. H 0.27
72. H 0.44
73. Br -0.15
74. C -0.59
75. C -0.73
76. Br 0.08
77. H 0.35
78. H 0.37
79. H 0.37
80. H 0.38
81. Br -0.13
82. C -0.59
83. C -0.58
84. Br 0.08
85. H 0.37
86. H 0.38
87. H 0.43
88. H 0.20
89. Br 0.02
90. C -0.63
91. C -0.61
92. Br -0.16
93. H 0.39
94. H 0.34
95. H 0.37
96. H 0.36
97. Br -0.11
98. C -0.40
99. C -0.57